Entry 1:
The following is a quantum chemistry calculation of 10 unconnected molecules or ions with the total composition C20H40O40S10 at a distorted geometry, from the OMol25 dataset.

ORCA input file:
```
! wB97M-V def2-TZVPD RIJCOSX def2/J DEFGRID3
* xyz 1 2
C -1.936 8.781 0.275
C -3.099 8.495 1.144
O -3.383 7.124 1.180
S -2.364 6.270 0.153
O -2.904 6.226 -1.248
O -1.744 5.073 0.714
O -1.255 7.538 0.194
H -1.302 9.541 0.732
H -2.278 9.100 -0.709
H -3.922 9.106 0.775
H -2.847 8.884 2.130
C 6.364 -1.367 -2.395
C 5.720 -2.502 -1.557
O 4.555 -1.755 -1.090
S 3.875 -0.774 -2.194
O 3.362 0.477 -1.716
O 2.950 -1.383 -3.177
O 5.367 -0.517 -2.891
H 6.975 -1.655 -3.251
H 6.980 -0.917 -1.617
H 6.244 -2.926 -0.700
H 5.296 -3.342 -2.108
C 2.081 -6.249 -1.895
C 0.643 -6.337 -1.423
O 0.495 -5.172 -0.605
S 1.479 -3.940 -1.040
O 2.449 -3.609 0.007
O 0.677 -2.879 -1.700
O 2.281 -4.930 -2.121
H 2.275 -6.999 -2.661
H 2.671 -6.506 -1.015
H 0.517 -7.351 -1.041
H -0.020 -6.202 -2.277
C 3.744 -4.755 2.666
C 4.948 -3.900 3.079
O 4.476 -2.585 3.243
S 2.849 -2.558 3.429
O 2.346 -1.844 2.276
O 2.297 -2.084 4.692
O 2.673 -4.193 3.285
H 3.705 -5.703 3.203
H 3.745 -4.893 1.585
H 5.767 -4.021 2.369
H 5.388 -4.105 4.055
C -2.521 -2.363 -4.229
C -1.543 -1.313 -3.758
O -2.047 -0.953 -2.467
S -3.722 -1.141 -2.268
O -4.377 0.134 -2.440
O -4.132 -1.949 -1.094
O -3.764 -2.082 -3.646
H -2.327 -3.386 -3.909
H -2.654 -2.377 -5.310
H -1.429 -0.449 -4.412
H -0.486 -1.573 -3.817
C -1.983 -3.694 1.654
C -0.536 -3.643 2.128
O -0.585 -2.710 3.206
S -2.032 -2.944 4.046
O -2.542 -1.691 4.702
O -1.954 -4.227 4.659
O -2.823 -3.025 2.572
H -2.314 -4.729 1.568
H -2.116 -3.089 0.757
H 0.218 -3.342 1.401
H -0.247 -4.597 2.570
C 4.220 4.611 1.339
C 3.468 3.553 0.541
O 3.196 2.462 1.485
S 3.035 3.068 2.990
O 3.513 2.220 4.050
O 1.742 3.688 3.090
O 4.175 4.223 2.701
H 3.783 5.602 1.216
H 5.265 4.621 1.029
H 3.879 2.994 -0.299
H 2.589 4.008 0.084
C -1.647 3.876 -3.267
C -0.907 2.731 -3.917
O 0.030 3.285 -4.798
S 0.142 4.898 -4.736
O 0.052 5.516 -6.012
O 1.214 5.379 -3.842
O -1.339 5.072 -4.035
H -1.159 3.945 -2.294
H -2.657 3.566 -2.998
H -1.612 2.001 -4.316
H -0.303 2.205 -3.177
C 0.196 0.516 1.651
C 0.481 0.533 0.142
O -0.620 1.099 -0.532
S -1.918 1.171 0.546
O -2.399 -0.221 0.634
O -2.736 2.328 0.259
O -0.924 1.391 1.864
H 1.101 0.914 2.110
H -0.142 -0.463 1.993
H 0.713 -0.465 -0.230
H 1.402 1.103 0.024
C -5.932 0.093 1.225
C -5.142 -0.294 2.450
O -6.021 -0.597 3.514
S -7.488 -1.043 2.888
O -8.608 -0.717 3.728
O -7.399 -2.474 2.445
O -7.277 -0.122 1.487
H -5.532 -0.394 0.336
H -5.623 1.053 0.812
H -4.661 0.600 2.846
H -4.374 -1.053 2.304
*
```

Computed properties:
HOMO-LUMO gap (alpha / beta)   9.14 / 2.85 eV
<S²>   0.757
Relative energy (zero: lowest compared OMol25 entry of this formula, charge and spin)   0.000 eV
LUMO energy (alpha / beta)   -0.115 / -0.346 Ha

Atomic partial charges in e from the Löwdin method, atoms 1 to 99: -0.20 -0.23 -0.18 0.80 -0.27 -0.24 -0.20 0.14 0.13 0.14 0.13 -0.18 -0.10 -0.24 0.71 -0.23 -0.27 -0.19 0.14 0.13 0.13 0.12 -0.24 -0.16 -0.21 0.75 -0.24 -0.24 -0.18 0.15 0.13 0.14 0.13 -0.22 -0.17 -0.17 0.72 -0.25 -0.22 -0.18 0.15 0.11 0.13 0.13 -0.18 -0.16 -0.22 0.76 -0.24 -0.27 -0.20 0.13 0.14 0.12 0.13 -0.18 -0.18 -0.23 0.78 -0.26 -0.20 -0.23 0.14 0.12 0.10 0.13 -0.17 -0.13 -0.23 0.67 -0.21 -0.23 -0.20 0.13 0.13 0.12 0.13 -0.16 -0.20 -0.18 0.69 -0.22 -0.26 -0.18 0.11 0.14 0.12 0.12 -0.15 -0.18 -0.19 0.75 -0.27 -0.23 -0.18 0.12 0.11 0.12 0.11

Entry 2:
The following is a quantum chemistry calculation of 4 unconnected molecules or ions with the total composition C20H41BF3O10 at a distorted geometry, from the OMol25 dataset.

ORCA input file:
```
! wB97M-V def2-TZVPD RIJCOSX def2/J DEFGRID3
* xyz -1 1
C 1.638 0.174 3.871
B 1.956 1.673 3.276
O 2.021 2.816 4.245
C 2.168 2.026 1.650
C 3.021 3.466 1.651
O 3.341 3.897 0.267
O 2.963 5.171 0.233
O 0.901 2.322 0.965
C 0.136 1.108 0.644
O 0.287 0.463 -0.545
C -1.021 0.427 1.642
C -1.761 1.526 2.611
C -2.760 2.565 1.816
F -3.681 1.888 0.859
F -2.036 3.729 1.212
F -3.655 3.168 2.873
C 3.139 0.947 0.877
O 3.913 0.084 1.592
O 3.301 0.847 -0.601
H 2.040 -0.717 3.227
H 0.486 -0.044 4.054
H 2.163 0.121 4.941
H 1.178 3.361 4.064
H 2.425 4.336 2.158
H 4.061 3.296 2.185
H 1.955 5.089 0.087
H -1.862 0.024 0.898
H -0.577 -0.505 2.198
H -2.459 0.908 3.355
H -1.028 2.136 3.298
C -6.943 0.468 0.386
C -6.052 0.877 -0.775
O -6.304 0.146 -1.972
C -7.612 0.267 -2.527
C -7.977 1.688 -2.916
H -6.875 -0.610 0.563
H -6.649 0.996 1.297
H -7.993 0.701 0.186
H -5.009 0.674 -0.502
H -6.116 1.952 -0.966
H -8.354 -0.160 -1.844
H -7.626 -0.356 -3.427
H -8.033 2.343 -2.042
H -8.951 1.711 -3.414
H -7.225 2.110 -3.591
C 7.964 -4.131 2.422
C 6.638 -4.321 3.139
O 5.730 -3.238 2.954
C 5.324 -2.970 1.615
C 4.602 -4.132 0.956
H 8.425 -3.181 2.709
H 8.651 -4.946 2.668
H 7.835 -4.116 1.336
H 6.830 -4.384 4.217
H 6.165 -5.265 2.855
H 6.182 -2.647 1.016
H 4.641 -2.116 1.661
H 5.259 -4.997 0.832
H 4.237 -3.844 -0.035
H 3.751 -4.454 1.565
C -1.748 -0.409 -5.859
C -1.729 -0.961 -4.443
O -0.664 -1.876 -4.202
C 0.658 -1.367 -4.356
C 0.980 -0.220 -3.414
H -1.759 -1.223 -6.589
H -2.631 0.217 -6.013
H -0.864 0.202 -6.063
H -2.660 -1.516 -4.273
H -1.712 -0.155 -3.704
H 0.838 -1.085 -5.399
H 1.338 -2.198 -4.139
H 0.366 0.659 -3.626
H 2.030 0.074 -3.512
H 0.790 -0.508 -2.375
*
```

Computed properties:
HOMO-LUMO gap   6.55 eV
Relative energy (zero: lowest compared OMol25 entry of this formula, charge and spin)   7.733 eV
LUMO energy   0.078 Ha

Now the Löwdin charges, all in e: -0.04 -0.30 -0.01 -0.22 -0.06 -0.18 -0.10 -0.04 -0.18 0.00 -0.07 -0.08 -0.21 0.00 0.01 -0.04 -0.34 -0.14 -0.22 0.08 0.06 0.09 0.12 0.14 0.16 0.14 0.14 0.12 0.15 0.13 -0.08 -0.28 -0.16 -0.28 -0.09 0.08 0.07 0.06 0.10 0.11 0.10 0.12 0.06 0.07 0.08 -0.09 -0.29 -0.16 -0.27 -0.08 0.08 0.07 0.06 0.11 0.10 0.11 0.10 0.06 0.08 0.08 -0.09 -0.28 -0.17 -0.28 -0.08 0.08 0.07 0.06 0.11 0.11 0.10 0.12 0.07 0.09 0.06

- Which value of relative energy (zero: lowest compared OMol25 entry of this formula, charge and spin) does entry 2 give?
  7.733 eV